The following is a quantum chemistry calculation of C30H71N9O9V as an isolated structure, from the Open Molecules 2025 dataset.

```
120
Properties=species:S:1:pos:R:3:forces:R:3
O -0.481030 -0.569710 -0.019756 0.4 -0.2 0.2
V -1.096437 0.894952 -0.106875 0.4 -1.7 -0.1
C 6.031089 -4.710426 1.688359 -0.2 -0.8 -0.4
C 4.741903 -3.974251 1.275283 1.7 -1.1 -0.3
N 4.825316 -2.656458 1.794971 -0.7 1.0 0.4
C 3.960465 -1.723940 1.061506 -1.0 -0.1 0.1
C 2.424611 -1.888295 1.267586 -0.1 -0.3 -0.1
C 4.569869 -2.589500 3.239409 0.4 1.2 -0.2
C 5.426733 -1.431243 3.835356 0.0 -0.7 0.7
H 6.912921 -4.150563 1.376899 -0.2 0.3 0.1
H 6.082602 -5.648881 1.136321 0.0 -0.3 0.1
H 6.135574 -4.949299 2.746715 -0.2 0.1 0.0
H 4.791357 -3.968716 0.186412 -0.1 0.4 -0.2
H 3.831998 -4.537692 1.481926 -0.3 -0.2 0.5
H 4.160687 -1.916540 0.007501 0.0 0.0 -0.1
H 4.235379 -0.680209 1.213621 0.3 0.0 0.4
H 1.921361 -1.564329 2.178562 0.7 0.5 0.4
H 2.158197 -2.945229 1.268803 0.0 -0.2 -0.5
H 1.839783 -1.383366 0.498741 0.1 -0.1 -0.3
H 3.496018 -2.468014 3.381497 -0.2 0.6 0.2
H 4.730498 -3.512079 3.797200 0.7 -0.1 -0.4
H 5.601957 -0.544875 3.225647 -0.7 -0.1 -0.3
H 5.035585 -1.138936 4.809868 -0.2 0.3 0.0
H 6.444883 -1.751117 4.057069 0.0 -0.5 -0.1
C 1.769469 -2.630131 -2.511625 -1.4 2.0 1.6
O 1.143629 -1.715689 -1.929595 1.6 -1.5 -2.1
N 1.705630 -3.900091 -2.128528 0.5 -2.0 0.3
C 2.608521 -4.909495 -2.662093 0.6 -0.3 0.3
C 0.886080 -4.371201 -1.035467 -2.1 0.3 0.3
H 2.438578 -2.537825 -3.381089 0.0 0.5 0.0
H 2.131767 -5.830482 -2.997628 -0.5 0.2 -0.1
H 3.276165 -5.244392 -1.868241 0.2 0.1 0.2
H 3.260330 -4.563446 -3.464275 -0.3 0.4 0.0
H 0.202808 -3.617938 -0.643247 0.7 0.8 0.0
H 0.104624 -5.043662 -1.389331 0.4 -0.7 -0.5
H 1.343080 -4.862585 -0.176521 0.8 0.2 -0.3
C 1.130729 1.679117 2.595794 -1.0 -1.1 -1.1
O 0.437583 1.468654 1.613150 0.6 0.9 0.8
N 2.284636 2.336245 2.595508 0.5 0.0 0.4
C 3.106247 2.322610 3.794754 0.7 -0.6 -0.5
C 2.851009 2.994943 1.411286 -0.5 1.4 2.0
H 0.844804 1.259047 3.572516 0.1 0.1 0.2
H 2.648516 1.734320 4.590048 -0.1 0.0 -0.2
H 3.418254 3.277779 4.217126 -0.4 0.4 -0.3
H 4.026049 1.831429 3.477251 0.3 -0.2 0.5
H 2.166955 3.042196 0.563978 0.4 -0.7 0.0
H 2.891741 3.997098 1.838051 0.3 0.8 -0.7
H 3.909479 2.764593 1.290187 -0.3 -0.7 -0.6
C -4.269929 1.213168 -0.922739 2.7 -0.1 0.3
O -3.154628 1.191358 -0.342575 -3.7 0.4 -0.5
N -5.489464 1.127860 -0.387949 1.7 -1.4 -0.4
C -5.719421 0.994532 1.032922 0.4 1.1 -0.1
C -6.628558 1.235547 -1.197197 -2.2 0.4 -0.7
H -4.294414 1.320488 -2.018223 -0.1 0.0 0.1
H -4.953071 0.386140 1.513186 -0.1 0.0 -0.2
H -6.732630 0.646759 1.234336 0.2 -0.1 -0.1
H -5.614433 2.035323 1.339258 -0.2 -0.1 1.0
H -7.310704 0.401717 -1.031357 -0.1 0.0 0.3
H -7.121028 2.169864 -0.927687 -0.5 0.0 -0.1
H -6.549351 1.255382 -2.284131 1.0 0.1 0.1
C -1.173315 -0.027771 -3.293477 -0.4 0.8 0.4
O -1.312846 0.647330 -2.270901 0.0 -0.3 -1.8
N -1.586297 0.392773 -4.515058 0.4 -0.4 -0.6
C -1.289971 -0.478202 -5.718277 -0.3 1.5 0.5
C -2.217221 1.729196 -4.723364 0.5 -0.9 -0.2
H -0.731857 -1.034138 -3.360833 0.1 0.2 0.7
H -2.239633 -0.845373 -6.107404 0.2 -0.1 -0.3
H -0.575818 -1.292299 -5.594495 -0.4 -0.1 1.0
H -0.745533 0.113202 -6.454445 -0.5 0.4 -0.2
H -3.104137 1.599477 -5.343569 0.1 0.1 -0.1
H -2.507044 2.229806 -3.799520 0.1 -0.6 0.2
H -1.511772 2.403934 -5.208311 0.0 -0.1 -0.3
C -1.079652 4.239445 -0.163048 0.5 0.0 1.5
O -1.325714 3.071165 0.072985 -0.3 0.1 -0.7
N -0.629900 5.060652 0.806357 -0.6 0.1 0.8
C -0.306415 6.425826 0.534161 1.3 0.7 0.6
C -0.437633 4.682261 2.230345 -0.7 -1.0 -0.2
H -1.166810 4.749520 -1.134863 -0.1 -0.3 0.0
H 0.770673 6.513623 0.676573 0.3 0.3 -0.2
H -0.706065 7.055710 1.328917 -0.5 0.2 -0.4
H -0.509486 6.793588 -0.471622 -0.4 -0.3 0.1
H -0.878837 5.349856 2.970466 0.2 0.9 -0.6
H -1.000844 3.785589 2.488967 0.3 -0.4 -0.7
H 0.605936 4.504077 2.489791 0.0 0.1 -0.2
C 1.582292 1.900581 -1.992854 -0.2 0.6 0.0
O 0.965959 1.504912 -1.028006 0.9 0.1 -0.2
N 2.931693 1.897848 -2.152531 -0.5 0.2 -0.1
C 3.509802 2.539790 -3.322630 0.0 0.3 0.2
C 3.750590 1.030426 -1.356366 0.7 -0.7 0.4
H 1.058277 2.388570 -2.829189 0.0 0.1 -0.2
H 3.705528 1.791400 -4.090555 0.1 0.3 -0.3
H 4.396796 3.138957 -3.116869 0.5 -0.7 0.5
H 2.896535 3.376456 -3.657270 -0.7 -0.6 -0.3
H 4.198352 0.225394 -1.939070 0.1 0.1 -0.5
H 4.577989 1.569683 -0.895172 0.0 0.1 0.1
H 3.199477 0.476715 -0.596249 -0.4 0.6 0.0
C -3.574449 -2.881927 -0.910206 0.2 3.4 -1.1
O -2.811174 -1.912776 -0.687828 -2.2 -3.0 -0.6
N -4.470218 -2.942975 -1.987687 1.0 -0.9 1.1
C -5.358041 -4.128932 -2.111729 0.7 1.7 -0.6
C -4.712973 -1.911971 -3.001215 0.6 -0.9 0.3
H -3.747795 -3.742423 -0.245597 0.5 0.0 0.0
H -4.979188 -5.006063 -1.587122 -0.2 0.3 0.1
H -5.378706 -4.324258 -3.183891 -0.3 -0.5 0.0
H -6.335181 -3.766980 -1.791908 -0.3 -0.7 0.1
H -4.549543 -2.344289 -3.988390 0.0 -0.2 -0.2
H -5.768971 -1.645971 -2.954153 0.0 0.5 0.0
H -4.008397 -1.082835 -2.936258 -0.3 0.1 0.5
C -2.115152 0.196594 3.055152 0.0 -0.7 -1.9
O -1.938871 0.431095 1.862772 -0.7 0.1 2.3
N -2.894210 0.909266 3.864032 -0.3 1.8 0.1
C -3.558834 2.166961 3.446294 0.1 -1.2 0.0
C -3.063840 0.595493 5.234364 -0.3 0.0 1.9
H -1.750209 -0.719560 3.544728 0.3 0.0 -0.1
H -4.616592 1.932743 3.566294 -0.2 0.6 0.0
H -3.356922 2.408608 2.402773 0.2 -0.2 0.1
H -3.258494 2.986116 4.099650 0.0 0.0 0.0
H -2.784579 1.386597 5.930256 0.8 0.5 -0.3
H -4.101315 0.516020 5.559084 -0.4 -0.6 -0.6
H -2.509820 -0.279028 5.575499 -0.1 -0.1 -0.4
```
Positions in Å, forces in eV/Å.

Computed properties:
⟨S²⟩: 2.03
total charge: +1
F_max: 0.0734 hartree/bohr
total energy: -3299.3702 Eh
E_LUMO (alpha / beta): -1.52 / -1.54 eV
HOMO-LUMO gap (alpha / beta): 4.88 / 7.97 eV
multiplicity: 3
HOMO energy (alpha / beta): -6.400 / -9.505 eV